No. 1
The following is a DFT calculation (ωB97M-V/def2-TZVPD) of a cluster of 11 separate species, C14H50N6O11 in total.

Each line ends with the Löwdin charge.
Geometry (Å):
O (-0.1024, 0.3092, -0.0571)  -0.074
O (-2.5414, 3.5872, 1.5099)  -0.058
O (4.5616, 0.3782, 2.4519)  -0.100
O (-5.2704, 0.0812, 1.4459)  -0.132
O (1.6196, 4.4902, 0.6789)  -0.143
O (-0.9784, -2.1448, 2.5779)  -0.127
O (2.9116, -2.6628, -0.4581)  -0.153
O (-2.8434, 1.0192, -0.5201)  -0.093
O (-1.8764, -2.9358, -1.5001)  -0.106
O (0.0486, 4.7912, -1.8441)  -0.115
O (2.2936, 0.6462, 4.5729)  -0.144
N (-3.0634, -0.6518, 1.6339)  0.154
N (1.5456, 0.1222, 2.3619)  0.137
N (0.1256, 0.4192, 3.9759)  0.185
N (-4.2664, -1.9568, 0.4729)  0.172
N (-0.5484, -3.6598, 0.7859)  0.137
N (1.0726, -2.2918, 1.4669)  0.173
C (-0.2524, -3.0558, -3.2641)  -0.078
C (0.2276, -0.1288, -1.3341)  -0.300
C (-3.4274, 0.2702, -1.5101)  -0.323
C (1.5646, 0.4942, -1.7271)  -0.070
C (1.3276, 0.2852, 3.6149)  -0.622
C (4.6906, 0.5482, 1.0969)  -0.194
C (-1.4404, -3.7268, -2.5891)  -0.285
C (-4.2194, -0.8288, 1.1519)  -0.636
C (4.2046, -2.6468, -0.0631)  -0.183
C (-1.2314, 3.1982, 1.3729)  -0.169
C (-0.1704, -2.6928, 1.5879)  -0.583
C (-0.5874, 3.5862, -2.3921)  -0.134
C (2.2316, 3.3162, 1.1669)  -0.151
C (-3.2794, 0.9132, -2.9391)  -0.047
H (-3.2744, 0.1752, -3.8061)  0.084
H (-2.2784, -1.1938, 1.5289)  0.034
H (-4.4314, 0.1622, -1.1381)  0.095
H (4.6476, -3.6338, -0.2181)  0.082
H (4.1796, -2.4568, 1.1309)  0.149
H (-0.9334, 3.6962, -3.4911)  0.106
H (2.5416, 0.2822, 1.9949)  0.134
H (2.4406, -0.1648, -1.4021)  0.064
H (4.5746, 1.6032, 0.8489)  0.069
H (0.0996, -4.2148, 0.2539)  0.123
H (-3.1254, 0.2002, 2.2979)  0.193
H (-0.6194, 3.5292, 2.2019)  0.092
H (-0.4604, -1.9778, -3.4811)  0.091
H (2.0176, 5.2432, 1.1129)  0.090
H (5.7416, 0.4022, 0.9749)  0.084
H (-0.7744, 0.2982, 3.4379)  0.136
H (-2.2174, -3.8808, -3.3441)  0.118
H (-2.7244, 0.5582, 0.3199)  0.024
H (0.0806, 0.9662, 4.7839)  0.105
H (0.7146, -3.1488, -2.8641)  0.037
H (1.1976, -1.3028, 1.9249)  0.064
H (-5.1924, -2.0488, -0.0131)  0.151
H (-0.7774, 3.4482, 0.4439)  0.053
H (1.7886, 0.6452, -2.8121)  0.088
H (-1.5714, 3.3772, -1.8571)  0.076
H (0.2716, -1.2268, -1.4131)  0.091
H (0.0036, 2.7092, -2.2511)  0.030
H (0.8036, 0.3382, 1.6469)  0.109
H (4.8436, -1.9368, -0.6341)  0.088
H (1.5486, 2.4582, 0.8209)  0.076
H (-1.2664, -4.7298, -2.2831)  0.097
H (-0.2294, -3.4828, -4.2801)  0.081
H (-3.5084, -2.3898, -0.0281)  0.074
H (3.1426, 3.2662, 0.5189)  0.076
H (1.7986, 1.4742, -1.2151)  0.075
H (5.4306, 0.5662, 2.8069)  0.098
H (-3.1204, 3.2612, 0.8799)  0.039
H (-4.1624, 1.5112, -3.1661)  0.067
H (-1.5324, -4.0408, 0.9729)  0.176
H (2.4866, 3.3712, 2.2609)  0.112
H (2.6496, -3.3888, -1.0121)  0.092
H (-0.3924, 0.2942, -2.0391)  0.073
H (0.5146, 4.5512, -1.0661)  -0.007
H (4.1216, -0.0188, 0.3969)  0.042
H (-1.3734, -3.1248, -0.7261)  -0.015
H (1.6676, -2.4288, 0.6519)  0.051
H (-3.0964, -0.7758, -1.6491)  0.090
H (-0.9804, 0.5952, -0.1721)  0.014
H (-2.2824, 1.3592, -3.0941)  0.049
H (-1.3114, 2.1552, 1.5169)  0.039

Force components x, y, z for each atom (eV/Å):
1.15 -0.68 0.96
0.06 2.93 2.58
-1.29 -0.87 1.55
5.23 -5.09 -1.95
-0.91 0.55 0.23
2.99 -2.58 -5.04
-2.59 0.82 -1.14
2.58 1.90 0.28
-1.81 0.35 -1.18
-1.48 -0.98 -2.48
-4.05 -2.25 -4.76
1.23 6.65 4.27
2.94 0.20 -6.07
-6.37 -0.17 0.50
-4.53 -1.75 -2.57
-4.29 -2.67 -0.73
0.41 2.28 0.98
-1.75 0.41 -2.46
3.02 -0.27 -0.19
-0.82 -1.51 -2.16
3.18 -0.29 0.41
7.09 3.90 6.59
2.12 2.18 -0.76
0.41 1.05 -0.24
-7.22 3.47 1.18
2.46 -0.48 2.91
-0.17 -0.86 0.53
-1.46 3.56 5.62
-2.23 1.46 0.06
0.45 -0.73 -1.37
-0.22 -1.28 -0.36
-0.23 0.16 1.42
2.24 -1.90 0.48
-1.09 0.04 -0.92
0.23 0.02 0.24
0.55 -0.11 -2.78
1.16 0.21 1.70
-2.12 -0.41 1.33
-1.07 0.63 -0.22
-0.44 0.23 -0.30
0.08 -0.08 0.26
0.82 -2.04 -1.21
-0.08 0.64 0.12
0.04 -0.80 0.56
0.02 0.30 0.00
0.81 -0.54 -1.54
2.04 -0.16 0.62
-0.31 0.69 0.32
-0.70 -0.29 -0.14
-0.49 0.43 1.60
1.14 -0.23 0.98
0.31 -2.44 -0.57
1.44 -0.20 0.61
0.41 0.25 -0.80
-0.76 -0.17 0.68
1.09 0.33 -0.38
-0.19 0.44 0.06
0.72 -0.56 -0.17
0.87 0.02 1.00
-0.54 -0.10 0.61
1.01 1.10 1.12
0.69 -1.03 0.53
0.41 -0.05 0.19
0.35 0.30 0.08
-0.15 -0.70 1.01
-0.76 -0.90 -0.55
-0.26 -0.05 0.57
-1.30 -1.26 -2.12
0.58 0.74 0.08
2.30 0.41 -0.24
-0.45 -0.47 -1.04
0.38 -0.43 -0.44
-2.28 0.40 -1.43
0.78 -0.38 1.33
-0.72 -0.89 0.14
0.92 -0.21 0.84
-0.39 -0.38 0.13
0.66 0.42 0.62
-2.15 1.06 0.22
-0.66 0.55 0.47
0.98 -1.86 -0.26

As for the orbital gap: 0.3007 Eh. Its LUMO energy is -0.48 eV. The highest occupied orbital energy comes out at -8.7 eV. Its calculated total energy is -1719.3173 a.u. For the maximum force, the calculation gives 0.2030 hartree/bohr. The SMILES is NC(N)=O.NC(N)=O.NC(N)=O.CCO.CCO.CCO.CO.CO.CO.CO.CO. The value obtained for the energy above the lowest of the compared OMol25 structures with the same formula, charge and spin is 7.749 eV.



No. 2
The following is a DFT calculation (ωB97M-V/def2-TZVPD) of a structure of composition C14H52BaO14.

Each line ends with the Löwdin charge.
Geometry (Å):
Ba (-8.8217, -0.5604, -8.5301)  1.999
O (-13.9011, -1.8446, -5.4910)  -0.136
O (-9.5767, -4.2067, -5.5402)  -0.133
O (-13.7468, -0.0214, -11.0863)  -0.132
O (-6.9533, -2.3730, -9.5364)  -0.294
O (-8.4143, 0.5158, -11.0905)  -0.309
O (-13.2972, -0.5188, -7.8869)  -0.156
O (-12.0181, -7.0579, -12.2559)  -0.118
O (-10.9284, -0.0626, -6.8264)  -0.313
O (-7.4965, -5.2201, -8.2823)  -0.155
O (-11.3453, -1.1038, -9.9907)  -0.445
O (-14.3731, -6.2074, -11.0348)  -0.127
O (-7.6303, -3.7124, -13.1873)  -0.120
O (-10.6252, -0.0977, -12.4919)  -0.166
O (-9.4424, -3.2379, -8.3257)  -0.510
C (-8.7961, -3.2668, -12.4705)  -0.134
C (-5.9243, -3.0622, -10.2222)  -0.134
C (-10.9792, 0.7784, -5.7084)  -0.163
C (-8.1442, -6.1847, -9.0985)  -0.147
C (-11.2362, -0.6935, -13.6038)  -0.134
C (-11.3876, -2.5225, -9.9301)  -0.335
C (-10.8151, -3.3609, -8.7423)  -0.313
C (-7.6621, 1.2063, -12.0755)  -0.131
C (-13.8646, 0.7897, -7.8350)  -0.106
C (-8.5555, -5.1306, -5.2610)  -0.183
C (-12.8322, -2.6292, -4.9665)  -0.147
C (-11.0516, -6.3563, -11.5223)  -0.190
C (-13.4394, 1.3452, -11.3150)  -0.159
C (-14.4046, -5.0231, -10.2383)  -0.122
H (-10.9007, -4.3843, -9.1391)  0.087
H (-11.1705, -5.2696, -11.5255)  0.061
H (-14.7312, 0.8156, -8.4947)  0.093
H (-8.8196, -6.1038, -5.6893)  0.078
H (-13.1426, 1.5849, -8.0340)  0.084
H (-7.1184, -2.9395, -13.4288)  0.063
H (-9.5575, -4.0239, -6.4968)  0.023
H (-10.7998, 1.8335, -5.9463)  0.081
H (-13.0144, -0.6999, -8.8056)  0.067
H (-8.4686, -5.3281, -4.1898)  0.073
H (-10.0348, -6.5805, -11.8534)  0.075
H (-7.4625, 0.6298, -12.9820)  0.084
H (-15.1201, -6.2044, -11.6393)  0.094
H (-7.5724, -4.7978, -5.6000)  0.072
H (-11.0772, -0.4222, -11.6835)  0.032
H (-5.0406, -3.2308, -9.6044)  0.084
H (-11.9156, 0.6731, -5.1574)  0.093
H (-7.5702, -7.1137, -9.0648)  0.079
H (-11.4521, -3.4189, -7.8513)  0.094
H (-11.8208, -0.2331, -7.2052)  0.021
H (-13.1509, -3.0040, -3.9971)  0.079
H (-10.1858, 0.5469, -4.9909)  0.085
H (-8.6425, -2.2144, -12.2261)  0.075
H (-8.1686, -4.5335, -8.1112)  0.007
H (-12.3146, -0.5288, -13.6890)  0.084
H (-13.5708, -5.0195, -9.5394)  0.075
H (-14.2506, -4.1490, -10.8765)  0.077
H (-7.5832, -2.9677, -9.0952)  -0.005
H (-13.3571, 1.9464, -10.4053)  0.061
H (-12.5807, 1.5022, -11.9688)  0.069
H (-14.2394, 0.9989, -6.8313)  0.092
H (-8.1545, -5.8900, -10.1509)  0.065
H (-9.2930, 0.3180, -11.4675)  0.015
H (-11.0612, -1.7715, -13.6353)  0.066
H (-13.5730, -1.3226, -6.2371)  0.015
H (-9.1264, -6.4293, -8.6907)  0.078
H (-5.6344, -2.4009, -11.0413)  0.080
H (-10.8386, -0.2785, -14.5325)  0.085
H (-15.3446, -4.9142, -9.6979)  0.083
H (-11.8779, -2.1010, -4.9159)  0.067
H (-6.1984, -4.0169, -10.6685)  0.083
H (-8.9055, -3.9245, -11.6093)  0.065
H (-8.2196, 2.0852, -12.4045)  0.088
H (-12.4558, -2.7924, -9.9487)  0.090
H (-6.6984, 1.4946, -11.6616)  0.082
H (-12.8961, -6.7976, -11.9268)  0.030
H (-9.6975, -3.3612, -13.0788)  0.066
H (-12.6890, -3.4718, -5.6505)  0.070
H (-11.0205, -2.9167, -10.8876)  0.081
H (-14.3027, 1.7813, -11.8239)  0.081
H (-10.9853, -6.6990, -10.4817)  0.070
H (-12.9357, -0.4558, -10.7621)  0.014

Force components x, y, z for each atom (eV/Å):
-1.17 -1.46 -0.73
0.16 0.57 0.41
-0.11 0.40 0.13
0.22 0.30 0.11
-0.43 0.43 0.48
0.17 -0.16 0.62
0.16 0.51 0.11
0.06 0.06 -0.33
0.90 -0.05 -0.39
0.06 0.00 -0.13
0.95 0.34 0.90
-0.01 -0.12 0.30
-0.25 -0.12 -0.01
-0.22 0.38 0.28
-0.23 1.74 -0.31
0.67 -0.12 -0.47
0.60 0.22 -0.54
0.12 0.53 0.98
0.54 -0.35 0.33
-0.24 -0.41 -1.13
-0.70 0.32 -0.12
1.12 -0.93 -0.28
-0.15 0.34 -0.36
-0.68 0.04 0.20
0.00 -0.71 0.21
-0.40 -0.32 -0.91
0.63 -0.27 0.80
-0.88 0.24 -0.34
0.10 0.47 -0.47
-0.24 -0.08 -0.19
-0.16 0.06 -0.08
0.19 0.33 -0.21
0.39 -0.01 -0.24
0.06 -0.12 -0.42
0.00 -0.02 -0.09
-0.02 0.24 -0.05
-0.36 0.01 -0.29
0.33 -0.08 0.09
-0.28 0.43 0.09
-0.21 -0.01 -0.70
-0.13 -0.39 0.18
-0.05 0.08 0.05
-0.02 -0.12 -0.21
0.04 -0.37 0.45
-0.14 0.05 0.24
-0.07 0.08 -0.12
0.13 0.08 0.12
-0.26 0.78 -0.01
-0.15 -0.16 -0.09
0.18 0.07 0.06
0.01 -0.43 -0.16
-0.39 -0.10 0.52
-0.26 0.01 -0.13
-0.04 0.10 0.52
-0.05 -0.41 0.04
-0.16 0.09 0.03
-0.06 -0.69 -0.27
0.37 -0.22 0.20
0.19 -0.12 0.15
0.08 -0.43 0.12
-0.42 0.16 -0.02
0.10 -0.11 -0.52
-0.02 0.00 0.07
-0.17 -0.46 -0.02
-0.22 0.16 -0.35
0.10 -0.07 -0.01
0.34 0.10 0.21
0.00 -0.09 0.07
-0.06 0.13 0.24
-0.48 0.05 0.21
-0.05 0.35 0.25
0.18 0.17 0.10
-0.04 -0.37 0.15
-0.10 0.06 0.16
0.29 -0.03 0.10
0.07 -0.05 -0.12
0.24 -0.20 0.29
0.45 -0.20 0.15
0.00 -0.13 -0.13
-0.47 0.16 0.20
0.29 -0.13 0.06

As for the orbital gap: 0.2776 Eh. Its LUMO energy is -0.94 eV. The highest occupied orbital energy comes out at -8.5 eV. Its calculated total energy is -1643.3174 a.u. For the maximum force, the calculation gives 0.0391 hartree/bohr. The value obtained for the energy above the lowest of the compared OMol25 structures with the same formula, charge and spin is 0.000 eV.



> Which value of LUMO energy does entry 1 give?

-0.48 eV



> What is the calculated total energy in the second record?

-1643.3174 a.u.



> Which of these has the highest highest occupied orbital energy?

C14H52BaO14